20
Properties=species:S:1:pos:R:3:forces:R:3:lowdin_charge:R:1 method="wB97M-V/def2-TZVPD" lumo_ev=-0.29 de_lowest_ev=10.092 homo_energy_ev=-7.98 homo_lumo_gap_ev=7.69
H -2.73950 -2.10375 -0.65753 -0.674 2.665 0.912 0.1347
H -1.62561 2.14123 0.64581 1.700 -3.859 -0.149 0.1545
C 1.61202 -1.06004 -0.29517 1.361 2.526 4.514 0.0341
H -0.23076 2.65617 -0.52186 3.089 -3.060 -0.681 0.1310
C 0.61306 1.61234 -0.57291 -1.713 2.643 1.017 -0.1340
C 0.12629 -0.75719 -0.11056 0.998 -2.846 -1.842 -0.3462
C -1.25637 0.90055 0.61171 -3.390 -0.172 1.431 -0.1767
H 1.18774 1.62255 -1.58863 -0.667 0.026 2.330 0.0965
N -0.35689 0.45797 -0.50198 0.694 5.471 2.354 -0.2049
H -0.70739 0.43595 1.79529 -1.877 1.649 -3.426 0.2037
H 4.43331 0.10568 0.44462 -0.120 1.237 0.530 0.0733
H 1.19734 1.62302 0.50840 -1.167 0.627 -3.412 0.1066
C -2.65402 0.07992 0.18971 6.651 -0.982 1.045 -0.0278
N 2.43756 0.00236 0.29483 -1.119 -6.673 -3.544 0.0015
O 3.76043 -0.49387 0.15309 -1.099 -1.179 -0.311 -0.1035
H 1.89522 -2.23191 -0.37746 -0.046 3.240 -0.139 0.1626
H -3.54484 0.49943 0.11919 -3.840 1.920 -0.222 0.0284
H -0.97319 -2.70651 0.01108 1.314 -0.891 0.483 0.0823
C -2.27361 -1.13412 -0.17922 0.240 -3.752 -0.469 -0.1441
C -0.90078 -1.64977 0.03156 -0.334 1.411 -0.422 -0.0720

=====

20
Properties=species:S:1:pos:R:3:forces:R:3:lowdin_charge:R:1 method="wB97M-V/def2-TZVPD" lumo_ev=-0.10 de_lowest_ev=6.759 smiles="C=C1CC1=O.C#CN(C)N" homo_energy_ev=-8.60 homo_lumo_gap_ev=8.49
N 2.05983 0.52834 0.17062 -0.229 0.126 -0.041 -0.2633
C 3.03137 0.52154 -0.75709 0.016 0.278 -0.315 -0.2135
N 0.85127 1.18729 -0.19170 0.011 0.209 -0.088 0.0492
H 2.78174 -1.16152 1.12285 -0.011 0.013 0.015 0.0893
H 0.50247 0.86348 -1.09850 0.288 0.006 0.105 0.1002
O -1.23326 -2.30386 -0.18317 0.057 -0.098 -0.035 0.1135
C 1.82083 -0.71808 0.87057 -0.135 -0.198 0.230 -0.0604
H 4.65835 0.70279 -2.29507 0.426 0.047 -0.449 0.0043
H -4.33854 1.07732 -0.22725 -0.020 0.126 0.095 0.0651
C 3.87034 0.62283 -1.61032 -0.281 -0.164 0.426 0.1118
H 1.24149 -1.43290 0.27493 0.035 0.048 0.003 0.0775
C -2.78929 -0.31457 0.01734 -0.448 0.119 -0.293 -0.2036
C -1.76492 -1.29167 0.16719 0.170 -0.288 -0.083 -0.3667
H -4.34313 -0.35323 -1.38229 -0.012 -0.123 -0.109 0.0658
C -3.87468 0.15979 -0.55709 -0.048 0.032 -0.039 0.0950
H -2.04319 -0.26107 2.12427 -0.131 -0.136 0.169 0.1121
H -0.98448 0.61772 0.94274 0.034 -0.008 -0.078 0.0707
H 1.03583 2.18454 -0.26294 0.058 -0.211 0.001 0.0957
H 1.27359 -0.49555 1.78588 0.015 -0.066 -0.009 0.0829
C -1.75563 -0.13319 1.08905 0.204 0.288 0.496 -0.0256

=====

Number 1: F_max 7.6 eV/Å. Number 2: F_max 0.6 eV/Å.